# 1
Molecular formula: C44H35Cl13NS
Method: DFT, ωB97M-V/def2-TZVPD

The geometry in XYZ format:
```
94
C44H35Cl13NS (ωB97M-V/def2-TZVPD)
S -3.908 1.739 4.309
C -3.216 1.937 2.567
C -3.497 0.590 1.748
C -2.367 0.244 0.640
C -1.005 0.007 1.469
C -0.807 -1.342 2.247
N 0.412 -1.528 3.003
C 1.462 -0.527 3.093
C 1.363 0.849 2.381
C 0.088 1.112 1.531
Cl -0.199 2.647 0.597
H -3.051 0.787 4.876
H -2.113 2.196 2.707
H -3.686 2.843 2.024
H -3.483 -0.306 2.481
H -4.504 0.618 1.185
H -2.269 1.021 -0.188
H -2.647 -0.753 0.120
H -1.590 -2.183 2.247
H 0.523 -2.429 3.507
H 2.419 -0.701 3.712
H 2.152 1.667 2.454
Cl -5.395 6.157 3.580
C -5.620 6.321 5.289
C -6.101 7.497 5.863
Cl -6.524 8.879 4.916
C -6.257 7.583 7.245
C -5.936 6.498 8.053
C -5.460 5.323 7.481
C -5.302 5.236 6.101
H -6.629 8.495 7.698
H -6.056 6.569 9.129
H -5.212 4.474 8.109
H -4.931 4.320 5.665
Cl 2.758 2.185 -5.554
C 2.100 1.290 -4.231
C 1.464 1.909 -3.156
Cl 1.266 3.623 -3.060
C 0.960 1.137 -2.111
C 1.087 -0.248 -2.139
C 1.718 -0.866 -3.214
C 2.223 -0.098 -4.257
H 0.465 1.612 -1.270
H 0.694 -0.846 -1.322
H 1.816 -1.946 -3.239
H 2.715 -0.588 -5.091
Cl -0.898 5.523 0.763
C -1.379 7.154 1.103
C -2.709 7.582 1.059
Cl -4.021 6.522 0.692
C -3.015 8.916 1.323
C -2.006 9.819 1.635
C -0.684 9.393 1.686
C -0.372 8.064 1.419
H -4.044 9.256 1.289
H -2.251 10.856 1.839
H 0.105 10.096 1.931
H 0.663 7.742 1.457
Cl 6.756 -2.954 -1.287
C 5.855 -3.323 0.138
C 4.593 -2.784 0.383
Cl 3.815 -1.710 -0.726
C 3.916 -3.111 1.556
C 4.493 -3.975 2.481
C 5.750 -4.517 2.234
C 6.430 -4.191 1.065
H 2.934 -2.694 1.754
H 3.963 -4.226 3.394
H 6.201 -5.194 2.953
H 7.410 -4.617 0.881
Cl 3.712 -6.402 -4.006
C 3.908 -5.369 -5.378
C 4.106 -3.995 -5.253
Cl 4.183 -3.211 -3.715
C 4.250 -3.209 -6.394
C 4.199 -3.791 -7.656
C 4.007 -5.163 -7.781
C 3.862 -5.950 -6.643
H 4.401 -2.138 -6.305
H 4.310 -3.175 -8.542
H 3.971 -5.620 -8.764
H 3.711 -7.020 -6.749
Cl -0.467 -5.017 -4.372
C -0.677 -6.677 -3.938
C -1.912 -7.196 -3.550
Cl -3.341 -6.226 -3.482
C -2.020 -8.541 -3.203
C -0.902 -9.367 -3.245
C 0.329 -8.851 -3.637
C 0.440 -7.508 -3.983
H -2.977 -8.951 -2.897
H -0.991 -10.414 -2.972
H 1.202 -9.495 -3.674
H 1.404 -7.112 -4.287
```

Values from the calculation:
strongest force on any atom	0.0828	Eh/bohr
charge	+1
orbital gap	5.60	eV
HOMO level	-10.5	eV
E_tot	-221303.438	eV

Want to see where the charge sits? The Löwdin charges in e are: S 0.652; C -0.527; C -0.254; C -0.168; C -0.119; C 0.074; N 0.045; C 0.009; C 0.034; C -0.421; Cl 0.678; H -0.127; H 0.043; H 0.102; H 0.093; H 0.133; H 0.107; H 0.132; H 0.159; H 0.167; H 0.148; H 0.128; Cl 0.651; C -0.672; C -0.685; Cl 0.677; C -0.107; C -0.081; C -0.081; C -0.111; H 0.108; H 0.108; H 0.106; H 0.062; Cl 0.693; C -0.675; C -0.677; Cl 0.683; C -0.137; C -0.117; C -0.133; C -0.100; H -0.010; H 0.091; H 0.066; H 0.094; Cl 0.626; C -0.661; C -0.674; Cl 0.651; C -0.099; C -0.071; C -0.076; C -0.109; H 0.112; H 0.111; H 0.110; H 0.106; Cl 0.692; C -0.671; C -0.666; Cl 0.706; C -0.129; C -0.091; C -0.074; C -0.094; H 0.071; H 0.101; H 0.111; H 0.112; Cl 0.715; C -0.666; C -0.659; Cl 0.687; C -0.106; C -0.074; C -0.074; C -0.101; H 0.102; H 0.110; H 0.110; H 0.110; Cl 0.666; C -0.683; C -0.690; Cl 0.669; C -0.110; C -0.080; C -0.076; C -0.125; H 0.107; H 0.108; H 0.108; H 0.021

---

# 2
Molecular formula: C44H35F2N6O5PS2Zr
Method: DFT, ωB97M-V/def2-TZVPD

The geometry in XYZ format:
```
96
C44H35F2N6O5PS2Zr (ωB97M-V/def2-TZVPD)
Zr 0.796 -0.879 0.482
O -1.169 -2.835 3.477
C -0.349 -2.379 2.719
O -0.452 -2.310 1.420
C 0.940 -1.668 3.238
O 1.077 -1.363 4.395
O 1.765 -1.343 2.260
F 1.260 -0.356 -5.191
C 1.398 0.260 -3.999
C 1.128 -0.436 -2.841
C 1.261 0.181 -1.597
C 1.695 1.527 -1.563
C 1.917 2.191 -2.769
F 2.281 3.498 -2.791
C 1.775 1.590 -4.001
C 1.973 2.113 -0.237
C 2.573 3.354 -0.006
C 2.855 3.749 1.287
C 2.554 2.909 2.347
C 1.965 1.697 2.058
N 1.667 1.319 0.809
H 0.821 -1.472 -2.925
H 1.964 2.133 -4.915
H 2.829 3.992 -0.834
H 3.325 4.708 1.464
H 2.780 3.169 3.371
H 1.735 0.984 2.841
C -1.410 2.352 1.064
C -1.369 1.257 2.082
O -0.613 0.297 1.959
C -2.243 1.329 3.268
C -2.094 0.372 4.276
C -2.933 0.400 5.375
C -3.925 1.368 5.471
C -4.079 2.319 4.469
C -3.239 2.303 3.371
H -0.635 2.209 0.317
H -1.295 3.325 1.546
H -2.390 2.343 0.581
H -1.328 -0.389 4.200
H -2.817 -0.342 6.153
H -4.584 1.379 6.329
H -4.858 3.067 4.544
H -3.374 3.040 2.589
S 3.651 -0.861 -0.085
P 3.386 -2.698 -0.803
S 1.408 -3.137 -0.786
C 4.256 -3.947 0.178
C 3.606 -4.644 1.190
C 4.317 -5.536 1.980
C 5.673 -5.731 1.764
C 6.326 -5.029 0.759
C 5.621 -4.137 -0.031
C 4.038 -2.893 -2.479
C 4.422 -1.781 -3.217
C 4.849 -1.937 -4.530
C 4.886 -3.199 -5.102
C 4.497 -4.312 -4.364
C 4.072 -4.162 -3.056
H 2.548 -4.485 1.355
H 3.805 -6.076 2.766
H 6.224 -6.430 2.381
H 7.385 -5.176 0.592
H 6.133 -3.588 -0.812
H 4.379 -0.800 -2.759
H 5.149 -1.070 -5.104
H 5.217 -3.320 -6.125
H 4.524 -5.297 -4.812
H 3.764 -5.028 -2.482
C -1.676 1.056 -2.533
C -2.258 0.143 -1.510
N -1.638 -0.524 -0.546
C -2.633 -1.187 0.163
C -3.841 -0.913 -0.370
N -3.601 -0.067 -1.434
C -4.662 0.520 -2.224
N -5.528 1.330 -1.409
N -6.681 0.788 -0.936
N -7.208 1.573 -0.085
C -6.382 2.668 0.067
C -6.503 3.788 0.893
C -5.496 4.723 0.834
C -4.394 4.562 -0.031
C -4.264 3.467 -0.854
C -5.285 2.515 -0.780
H -0.743 1.479 -2.179
H -2.359 1.874 -2.760
H -1.464 0.525 -3.461
H -2.393 -1.825 0.993
H -4.836 -1.225 -0.105
H -5.286 -0.265 -2.646
H -4.237 1.110 -3.031
H -7.357 3.901 1.547
H -5.544 5.607 1.455
H -3.631 5.330 -0.050
H -3.417 3.359 -1.518
```

Values from the calculation:
strongest force on any atom	0.0140	Eh/bohr
ΔE to the lowest compared entry with this formula, charge and spin	0.00	kcal per mole
orbital gap	7.45	eV
HOMO level	-8.1	eV
E_tot	-103056.010	eV

Want to see where the charge sits? The Löwdin charges in e are: Zr 1.540; O 0.104; C -0.562; O -0.286; C -0.547; O 0.110; O -0.266; F 0.064; C -0.289; C -0.117; C -0.273; C -0.188; C -0.215; F 0.051; C 0.061; C -0.230; C 0.012; C -0.042; C -0.034; C -0.108; N -0.046; H 0.075; H 0.131; H 0.106; H 0.113; H 0.112; H 0.112; C 0.022; C -0.319; O -0.069; C -0.134; C 0.026; C -0.042; C -0.063; C -0.070; C -0.022; H 0.069; H 0.109; H 0.074; H 0.101; H 0.116; H 0.107; H 0.104; H 0.099; S 0.379; P 0.180; S 0.338; C -0.382; C -0.092; C -0.072; C -0.081; C -0.079; C -0.088; C -0.389; C -0.102; C -0.075; C -0.081; C -0.076; C -0.088; H 0.079; H 0.107; H 0.103; H 0.103; H 0.111; H 0.074; H 0.105; H 0.103; H 0.104; H 0.114; C 0.012; C -0.314; N 0.071; C -0.097; C -0.028; N -0.012; C -0.064; N -0.056; N 0.061; N 0.081; C -0.225; C -0.007; C -0.086; C -0.084; C -0.025; C -0.165; H 0.060; H 0.062; H 0.099; H 0.099; H 0.122; H 0.143; H 0.132; H 0.117; H 0.105; H 0.109; H 0.100

---

Which value of E_tot does entry 1 give?
-221303.438 eV

---

The highest E_tot belongs to which entry?
C44H35F2N6O5PS2Zr